{"formula": "C26H59BCl2N6O8Si", "method": "ωB97M-V/def2-TZVPD", "lumo_ev": 0.55, "smiles": "CCOB(O)[Si@@H](CCN(CC)C(C)=O)[C@H](Cl)[C@H](C)Cl.CNC(C)=O.CNC(C)=O.CNC(C)=O.CNC(C)=O.CNC(C)=O", "e_homo_ev": -8.9, "symbols": ["C", "C", "O", "B", "O", "Si", "C", "C", "N", "C", "C", "C", "C", "O", "C", "Cl", "C", "C", "Cl", "H", "H", "H", "H", "H", "H", "H", "H", "H", "H", "H", "H", "H", "H", "H", "H", "H", "H", "H", "H", "H", "H", "H", "H", "C", "C", "O", "N", "C", "H", "H", "H", "H", "H", "H", "H", "C", "C", "O", "N", "C", "H", "H", "H", "H", "H", "H", "H", "C", "C", "O", "N", "C", "H", "H", "H", "H", "H", "H", "H", "C", "C", "O", "N", "C", "H", "H", "H", "H", "H", "H", "H", "C", "C", "O", "N", "C", "H", "H", "H", "H", "H", "H", "H"], "xyz": [[-1.157756, -4.569725, 3.835788], [-1.333717, -3.272209, 4.595271], [-0.713513, -2.189937, 3.892946], [-1.314196, -1.549766, 2.850960], [-2.618492, -1.767703, 2.489628], [-0.173406, -0.224119, 1.819595], [1.676303, -0.549131, 1.992482], [2.517326, 0.091655, 0.891222], [3.918072, -0.330489, 0.927614], [4.155881, -1.676448, 0.372707], [4.349205, -2.772760, 1.427803], [4.805601, 0.639246, 0.405938], [6.238261, 0.464097, 0.841816], [4.436595, 1.542968, -0.317807], [-0.670408, -0.053690, -0.022592], [-2.382269, 0.501328, -0.078718], [-0.502256, -1.274451, -0.954098], [-0.116686, -2.579546, -0.280602], [0.689175, -0.941822, -2.272076], [-1.514015, -5.403443, 4.443903], [-0.102577, -4.739073, 3.617394], [-1.728896, -4.565437, 2.906876], [-2.394021, -3.070558, 4.774071], [-0.847040, -3.322333, 5.568647], [-3.235525, -1.914510, 3.226068], [-0.422481, 1.126896, 2.391509], [1.969579, -0.114423, 2.953690], [1.854941, -1.624186, 2.081929], [2.088879, -0.100509, -0.099671], [2.507688, 1.174086, 1.026230], [5.041376, -1.629361, -0.263369], [3.323984, -1.918857, -0.297040], [4.059319, -2.398047, 2.409402], [3.739344, -3.652035, 1.213282], [5.391992, -3.086751, 1.486983], [6.278581, 0.044561, 1.844567], [6.749681, 1.423454, 0.806983], [6.758653, -0.237519, 0.188625], [-0.099529, 0.787563, -0.413195], [-1.448248, -1.418522, -1.469754], [0.871966, -2.522335, 0.176393], [-0.097245, -3.385342, -1.013437], [-0.862918, -2.830976, 0.477528], [9.242838, -3.766377, 2.185447], [9.024721, -2.278562, 2.028320], [8.444639, -1.813362, 1.061460], [9.498756, -1.466688, 3.010034], [10.202209, -1.837918, 4.218549], [8.805834, -4.256594, 1.321178], [10.305401, -4.006664, 2.235119], [8.766210, -4.142224, 3.091585], [9.323733, -0.487917, 2.843461], [9.654000, -1.521250, 5.107373], [11.196429, -1.389224, 4.250539], [10.318814, -2.916286, 4.262408], [0.675795, 5.519292, -2.700156], [0.348713, 4.043924, -2.636971], [-0.639628, 3.582810, -3.190696], [1.195919, 3.246408, -1.944266], [2.406143, 3.609802, -1.232801], [-0.097891, 6.005637, -3.286322], [0.700858, 5.960587, -1.703244], [1.644710, 5.688611, -3.171082], [0.928286, 2.273862, -1.939495], [3.272392, 3.082648, -1.630895], [2.325975, 3.362742, -0.172901], [2.580267, 4.678316, -1.319792], [0.122833, 2.454341, -9.028097], [-0.046548, 3.824747, -8.406968], [0.300269, 4.837769, -8.993021], [-0.598689, 3.881475, -7.169865], [-1.061179, 2.792958, -6.330178], [0.574544, 2.589707, -10.005863], [0.766992, 1.821160, -8.416941], [-0.837820, 1.950377, -9.140617], [-0.683455, 4.818301, -6.807493], [-2.124401, 2.899984, -6.108382], [-0.527441, 2.780362, -5.381807], [-0.912231, 1.843646, -6.836175], [-7.458223, -1.535252, 3.414550], [-6.137841, -2.139239, 3.001810], [-5.329343, -2.550818, 3.828653], [-5.860246, -2.192023, 1.681900], [-6.663145, -1.709211, 0.579879], [-7.511674, -1.559616, 4.498616], [-7.533204, -0.505379, 3.060973], [-8.294625, -2.100137, 3.000173], [-4.949659, -2.577247, 1.478456], [-6.882131, -2.511075, -0.128120], [-6.140846, -0.909324, 0.054730], [-7.595766, -1.299926, 0.950676], [-9.461718, 2.401095, 0.968654], [-8.145463, 1.865226, 0.452846], [-7.352337, 1.294541, 1.184548], [-7.866079, 2.044175, -0.864215], [-8.675151, 2.694398, -1.872647], [-9.517296, 2.176085, 2.029150], [-9.529692, 3.480229, 0.827519], [-10.306313, 1.937732, 0.457246], [-6.966310, 1.681680, -1.139884], [-8.919803, 2.007739, -2.684554], [-8.158152, 3.556673, -2.296417], [-9.605396, 3.041732, -1.433927]], "forces_ev_per_a": [[-0.022, -0.103, 0.121], [-0.117, 0.046, 0.059], [0.139, 0.071, 0.025], [-0.085, -0.165, -0.100], [-0.060, 0.413, 0.170], [-0.140, 0.027, 0.242], [0.039, -0.032, 0.010], [-0.058, 0.009, -0.005], [-0.080, 0.520, -0.389], [0.249, -0.128, 0.253], [-0.058, 0.017, 0.102], [-0.062, -0.249, -0.119], [-0.052, -0.100, -0.106], [0.130, -0.026, 0.531], [0.259, -0.079, -0.069], [-0.064, 0.034, 0.079], [-0.240, -0.094, 0.107], [-0.018, -0.011, -0.046], [0.019, 0.131, 0.002], [-0.017, 0.007, -0.020], [-0.020, 0.020, -0.049], [0.056, 0.047, -0.022], [0.021, 0.015, -0.026], [0.039, 0.009, -0.018], [-0.187, -0.455, -0.170], [-0.024, 0.025, -0.131], [0.031, -0.117, 0.026], [-0.007, 0.015, -0.121], [0.058, -0.032, -0.004], [-0.053, -0.017, -0.049], [-0.049, -0.073, -0.005], [-0.016, 0.057, 0.055], [-0.005, -0.015, -0.020], [0.053, -0.018, -0.031], [-0.009, 0.018, 0.008], [0.024, 0.010, 0.003], [-0.019, -0.014, -0.085], [0.054, 0.071, -0.002], [-0.037, -0.039, -0.102], [0.057, 0.030, -0.091], [-0.035, 0.033, 0.067], [-0.003, 0.009, -0.007], [0.050, 0.015, 0.024], [-0.024, 0.007, -0.027], [0.025, -0.029, 0.053], [-0.007, -0.038, -0.028], [-0.012, 0.040, -0.003], [0.004, -0.007, 0.000], [0.002, 0.001, 0.000], [0.001, 0.000, 0.008], [0.006, 0.000, 0.006], [0.001, -0.005, -0.012], [-0.017, -0.011, -0.005], [0.006, -0.010, -0.018], [0.010, 0.002, 0.019], [-0.040, 0.001, -0.021], [0.078, -0.022, 0.083], [-0.026, 0.040, -0.040], [-0.035, -0.039, 0.056], [0.037, 0.087, -0.093], [-0.002, -0.002, 0.002], [0.015, -0.003, 0.001], [0.006, -0.002, 0.010], [0.008, -0.043, -0.096], [-0.090, 0.038, 0.040], [0.006, 0.004, -0.021], [-0.017, 0.014, 0.005], [0.011, 0.025, -0.021], [-0.010, -0.064, 0.014], [0.003, 0.018, -0.006], [-0.034, 0.055, 0.020], [0.028, 0.002, -0.015], [-0.001, 0.001, 0.001], [-0.006, -0.003, 0.005], [0.000, -0.004, 0.007], [0.021, -0.003, 0.002], [-0.009, -0.019, -0.021], [-0.022, -0.039, 0.009], [0.002, -0.001, 0.001], [0.018, -0.031, 0.042], [-0.061, 0.204, -0.106], [0.286, 0.030, 0.096], [0.037, -0.212, 0.022], [0.093, 0.027, -0.079], [0.001, -0.001, -0.001], [0.004, -0.003, -0.011], [0.000, 0.002, -0.006], [0.028, 0.092, -0.044], [-0.008, -0.044, 0.052], [-0.038, 0.026, 0.007], [-0.002, 0.013, -0.025], [0.013, -0.030, 0.023], [0.003, 0.084, -0.049], [-0.041, -0.031, 0.072], [0.017, -0.053, -0.022], [0.000, 0.020, 0.008], [0.000, 0.001, -0.001], [-0.002, 0.000, -0.007], [-0.002, 0.006, -0.006], [0.011, 0.021, 0.016], [-0.008, -0.014, 0.013], [0.001, 0.009, 0.017], [-0.006, 0.006, -0.019]], "mulliken_charge": [-1.084, -0.243, -0.637, 0.397, 0.097, -0.066, -0.541, -0.591, 0.270, -0.392, -1.195, 0.581, -1.204, -0.549, 0.440, -0.146, 0.097, -1.110, -0.196, 0.417, 0.300, 0.214, 0.286, 0.316, 0.121, -0.278, 0.536, 0.157, 0.006, 0.236, 0.574, 0.215, 0.344, 0.333, 0.248, 0.314, 0.411, 0.299, -0.365, 0.564, 0.102, 0.547, 0.081, -1.416, 0.778, -0.599, -0.127, -0.865, 0.279, 0.449, 0.384, 0.225, 0.293, 0.291, 0.319, -1.441, 0.958, -0.687, 0.029, -0.776, 0.321, 0.384, 0.373, 0.010, 0.303, 0.171, 0.404, -1.195, 0.753, -0.658, -0.130, -0.644, 0.295, 0.332, 0.334, 0.198, 0.236, 0.150, 0.326, -1.260, 0.898, -0.683, -0.026, -0.793, 0.326, 0.296, 0.363, 0.127, 0.319, 0.204, 0.264, -1.369, 0.817, -0.597, -0.133, -0.896, 0.298, 0.379, 0.367, 0.214, 0.300, 0.297, 0.326]}